# 1
Formula: C20H14Cl3LuO3P
Source: OMol25
Level of theory: ωB97M-V/def2-TZVPD

Last column: Löwdin charge in e.
Atoms and positions in Å:
Lu: -0.95412 -1.38188 0.63143  1.51
O: -0.76593 -2.70865 -0.98269  -0.07
C: -1.70649 -1.96034 -1.37305  -0.77
O: -2.60877 -1.65772 -0.53567  -0.17
C: -1.52090 -1.03780 -2.53360  -0.16
P: -0.91663 0.42371 -1.48392  1.08
C: -0.56057 1.67330 -2.75228  -0.38
C: -1.49671 2.70078 -2.86497  -0.10
C: -1.30598 3.70550 -3.79386  -0.06
C: -0.18482 3.68848 -4.60715  -0.06
C: 0.75389 2.67460 -4.48349  -0.06
C: 0.57553 1.66256 -3.55647  -0.07
C: 0.76344 -0.19698 -0.93130  -0.45
C: 1.53799 -1.20292 -1.52804  -0.09
C: 2.72900 -1.60581 -0.94046  -0.03
C: 3.16986 -1.01668 0.23588  -0.04
C: 2.42980 -0.00641 0.83178  -0.07
C: 1.22541 0.39402 0.26839  -0.15
H: -2.46573 -0.75003 -2.99584  0.11
H: -0.79376 -1.36610 -3.27907  0.10
H: -2.36478 2.70545 -2.22024  0.10
H: -2.02558 4.50371 -3.87401  0.11
H: -0.03929 4.46901 -5.33730  0.11
H: 1.63684 2.67577 -5.10439  0.11
H: 1.31358 0.87844 -3.45136  0.10
H: 1.22853 -1.65983 -2.45869  0.11
H: 3.31515 -2.38131 -1.41096  0.12
H: 4.09968 -1.33172 0.68311  0.12
H: 2.79537 0.47266 1.72821  0.11
H: 0.68343 1.24457 0.69604  0.12
Cl: -1.67071 -0.71502 7.73391  0.73
C: -1.14535 -0.93763 6.11899  -0.67
C: -2.07954 -0.89831 5.08955  -0.10
C: -1.63024 -1.09360 3.79895  -0.52
Cl: -2.71235 -1.05383 2.42893  0.82
C: -0.28518 -1.33560 3.47407  -0.44
O: 0.08044 -1.52058 2.21999  -0.32
C: 0.62436 -1.34962 4.55211  -0.58
Cl: 2.27744 -1.62299 4.19271  0.76
C: 0.20200 -1.15914 5.85396  -0.10
H: -3.12305 -0.73292 5.29822  0.12
H: 0.91472 -1.18914 6.66255  0.12

- net charge = +1

---

# 2
Formula: C7H16N2O3Si
Source: OMol25
Level of theory: ωB97M-V/def2-TZVPD

Last column: Löwdin charge in e.
Atoms and positions in Å:
C: 3.29604 -0.14043 -1.08062  -0.17
Si: 1.61540 -0.56339 -0.30347  0.53
C: 1.77216 -2.08958 0.76780  -0.18
C: 0.54859 -1.39702 -1.74844  -0.16
C: 0.78717 0.80404 0.59892  -0.14
C: -0.25094 1.65305 0.21721  -0.53
N: -0.75553 2.76779 0.86423  0.10
O: -0.81095 1.46325 -1.00782  0.02
H: 3.61916 0.88382 -1.34054  0.04
H: 3.99373 -0.52980 -0.32693  0.03
H: 3.36566 -0.77169 -1.91038  -0.01
H: 2.28329 -1.97641 1.71064  0.03
H: 0.82615 -2.41910 1.04396  0.00
H: 2.23494 -2.77126 0.13705  0.01
H: -0.23529 -0.70901 -2.12312  0.01
H: 1.24767 -1.67824 -2.51554  0.00
H: 0.02345 -2.37523 -1.45549  0.06
H: 1.04543 1.03747 1.68407  0.08
H: 0.01102 3.22942 1.37748  0.12
H: -1.49025 3.30774 0.39725  0.12
H: -0.20473 0.95410 -1.57892  0.07
H: -2.49043 1.65048 2.51137  0.08
N: -2.37016 0.83259 1.90736  0.14
C: -3.18304 0.70744 0.94097  -0.15
C: -3.04984 -0.34635 -0.04401  -0.60
O: -3.59525 -0.34641 -1.07486  0.16
O: -2.30562 -1.38122 0.39430  0.07
H: -3.92406 1.38460 0.57680  0.12
H: -2.00377 -1.18065 1.38071  0.16

- SMILES = C[Si](C)(C)/C=C(/N)O.[H]/N=C/C(=O)O

---

# 3
Formula: C41H99Br6NO25P6
Source: OMol25
Level of theory: ωB97M-V/def2-TZVPD

Last column: Löwdin charge in e.
Atoms and positions in Å:
C: -10.30898 9.99764 -2.64897  -0.35
O: -9.60849 10.38229 -1.70109  -0.02
N: -9.89995 9.09206 -3.48627  -0.22
C: -10.79169 8.50751 -4.37670  -0.09
C: -8.62316 8.45697 -3.27940  -0.03
H: -11.29481 10.39794 -2.93199  0.14
H: -10.80686 7.44179 -4.14840  0.09
H: -10.39941 8.61640 -5.38782  0.09
H: -11.80897 8.88964 -4.46170  0.10
H: -8.73184 7.41285 -3.57285  0.08
H: -7.85065 8.74979 -3.99044  0.10
H: -8.39862 8.38590 -2.21515  0.10
C: -3.75953 3.60628 1.32642  -1.54
Br: -2.53186 4.27239 2.80348  0.48
Br: -5.38097 4.69655 1.08095  0.53
Br: -4.14457 1.73929 1.63656  0.55
H: -3.15017 3.69198 0.42674  -0.03
C: -6.13185 3.18172 -7.59556  -1.50
Br: -4.54258 2.65271 -8.71410  0.48
Br: -6.35742 5.18958 -7.67712  0.48
Br: -5.78642 2.48919 -5.84227  0.57
H: -7.01420 2.78218 -8.09549  -0.02
C: -18.23626 10.22011 -2.42999  -0.06
C: -18.49646 9.52016 -1.10753  -0.29
O: -19.72000 8.78836 -1.06936  -0.17
P: -19.66383 7.40416 -0.20460  0.47
O: -19.94771 7.46441 1.19780  -0.20
O: -20.71084 6.40979 -1.04336  -0.19
C: -21.08802 5.15930 -0.44082  -0.34
C: -22.38801 4.75602 -0.89398  -0.10
O: -18.24475 6.72269 -0.54495  -0.21
C: -17.89207 6.30772 -1.84046  -0.28
C: -16.38060 6.16675 -1.87464  -0.06
H: -17.22355 10.61349 -2.51819  0.08
H: -18.38908 9.60234 -3.31492  0.08
H: -18.74963 11.18158 -2.44174  0.07
H: -17.66475 8.89548 -0.78177  0.10
H: -18.46895 10.14356 -0.21382  0.12
H: -20.43800 4.34854 -0.76982  0.12
H: -20.96060 5.13775 0.64149  0.12
H: -23.15631 5.50292 -0.69407  0.09
H: -22.35121 4.63715 -1.97685  0.09
H: -22.56258 3.82589 -0.35316  0.09
H: -18.53246 5.45250 -2.05633  0.12
H: -18.11043 7.08311 -2.57475  0.11
H: -15.85369 7.09968 -2.07489  0.08
H: -16.03170 5.64803 -0.98172  0.08
H: -16.12991 5.54697 -2.73553  0.07
C: -10.94002 -2.03125 -8.79033  -0.06
C: -12.39995 -1.49376 -8.76265  -0.29
O: -12.37688 -0.09368 -8.75498  -0.19
P: -12.92027 0.76863 -7.45456  0.61
O: -12.96730 2.26824 -7.56215  -0.25
O: -11.92315 0.21698 -6.25010  -0.18
C: -11.97377 0.66802 -4.92899  -0.31
C: -13.14977 0.09202 -4.16873  -0.08
O: -14.41280 0.00630 -7.17551  -0.25
C: -15.59745 0.47535 -7.87305  -0.26
C: -16.36209 1.45133 -6.99016  -0.09
H: -10.70102 -2.16292 -9.84562  0.07
H: -10.23020 -1.32294 -8.36307  0.07
H: -10.66537 -2.92683 -8.23301  0.07
H: -12.96513 -1.87342 -9.61385  0.12
H: -12.91438 -1.92654 -7.90466  0.11
H: -11.08464 0.49761 -4.32195  0.12
H: -12.15042 1.74081 -4.85141  0.11
H: -13.07690 -0.98811 -4.29563  0.08
H: -13.24095 0.30697 -3.10403  0.08
H: -14.01956 0.40308 -4.74735  0.06
H: -15.29252 1.03009 -8.76040  0.11
H: -16.25000 -0.37259 -8.08108  0.12
H: -15.77765 2.25229 -6.53741  0.07
H: -17.14305 1.91130 -7.59565  0.08
H: -16.80985 0.93508 -6.14099  0.07
C: -3.67900 12.70827 0.49602  -0.07
C: -4.26018 14.07328 0.82576  -0.26
O: -3.50747 14.99914 1.68399  -0.21
P: -2.00409 15.52670 1.14986  0.54
O: -1.66028 15.50259 -0.29097  -0.23
O: -1.98120 16.99592 1.82466  -0.19
C: -2.23074 18.11519 0.94475  -0.28
C: -3.52113 18.10184 0.20023  -0.09
O: -0.91053 14.77636 2.12995  -0.21
C: -1.01891 14.70960 3.49295  -0.33
C: 0.45738 14.56937 4.00914  -0.04
H: -3.16510 12.63014 -0.46205  0.08
H: -2.95298 12.48738 1.27845  0.08
H: -4.53799 12.03902 0.54456  0.08
H: -4.51210 14.65164 -0.06314  0.11
H: -5.19582 13.91774 1.36287  0.11
H: -2.05242 19.04223 1.48963  0.12
H: -1.43411 18.13429 0.20104  0.11
H: -3.76268 19.03039 -0.31702  0.08
H: -3.70514 17.35464 -0.57174  0.07
H: -4.22883 17.95468 1.01608  0.08
H: -1.57446 15.51236 3.97776  0.11
H: -1.57620 13.79070 3.67502  0.11
H: 1.09054 15.16998 3.35607  0.08
H: 0.31171 15.00940 4.99567  0.07
H: 0.63328 13.50621 3.84529  0.08
C: -11.48325 12.26695 -8.13416  -0.08
C: -10.80261 13.59207 -8.21323  -0.32
O: -10.60690 13.91097 -6.85631  -0.20
P: -10.30343 15.51266 -6.59176  0.62
O: -10.85086 16.46568 -7.64416  -0.26
O: -10.78891 15.96918 -5.10962  -0.20
C: -11.23613 17.25926 -4.90096  -0.31
C: -12.69838 17.38933 -5.26997  -0.08
O: -8.62732 15.52529 -6.42823  -0.23
C: -8.05867 14.87923 -5.34162  -0.30
C: -6.46720 14.99517 -5.56926  -0.03
H: -12.10997 12.01693 -8.99020  0.08
H: -10.63416 11.58351 -8.12707  0.07
H: -12.05877 12.08482 -7.22657  0.09
H: -9.87619 13.70434 -8.77647  0.13
H: -11.53753 14.21242 -8.72622  0.11
H: -11.26469 17.33796 -3.81418  0.12
H: -10.60425 18.03683 -5.33017  0.13
H: -12.89787 18.42245 -4.98541  0.08
H: -13.02429 17.25017 -6.30075  0.07
H: -13.35866 16.74225 -4.69255  0.08
H: -8.46381 15.40244 -4.47547  0.11
H: -8.46597 13.87034 -5.40763  0.11
H: -6.31422 16.07381 -5.60454  0.08
H: -5.94523 14.40340 -4.81730  0.06
H: -6.32863 14.38672 -6.46295  0.07
C: -9.90991 10.68677 4.42273  -0.08
C: -10.95638 9.71796 4.03842  -0.33
O: -12.19152 9.98637 4.63577  -0.16
P: -13.11460 10.95246 3.73341  0.51
O: -13.34982 10.49528 2.31906  -0.25
O: -14.52645 11.04991 4.48711  -0.20
C: -15.16709 9.76236 4.67675  -0.27
C: -16.09499 9.99975 5.81554  -0.08
O: -12.49909 12.49633 3.88544  -0.19
C: -12.34089 13.28051 5.05755  -0.28
C: -13.43893 13.29481 6.14504  -0.08
H: -9.89806 10.68571 5.51266  0.08
H: -8.99600 10.50155 3.85832  0.10
H: -10.26709 11.71490 4.36369  0.06
H: -10.93963 9.68808 2.94896  0.12
H: -10.58551 8.73672 4.33459  0.12
H: -15.64972 9.42126 3.76089  0.12
H: -14.49226 8.93007 4.87673  0.11
H: -16.90486 9.29319 5.99714  0.08
H: -15.58689 10.08196 6.77636  0.08
H: -16.61944 10.95207 5.73711  0.08
H: -11.46093 13.16236 5.68985  0.11
H: -12.25271 14.28038 4.63259  0.12
H: -13.14136 14.23044 6.61849  0.07
H: -14.45093 13.31595 5.74068  0.07
H: -13.43083 12.64373 7.01918  0.07
C: -0.33866 6.52137 -3.30285  -0.03
C: 1.12512 7.14309 -3.14655  -0.27
O: 2.05030 6.10550 -3.22608  -0.23
P: 3.36016 5.83767 -2.23669  0.49
O: 2.96735 5.15551 -1.01235  -0.22
O: 4.01428 7.27922 -1.94199  -0.19
C: 4.26605 8.23461 -3.00180  -0.27
C: 5.71550 8.47508 -2.94989  -0.09
O: 4.49251 5.14374 -3.19833  -0.20
C: 4.85894 3.77749 -3.15003  -0.27
C: 6.16134 3.49683 -3.92437  -0.06
H: -0.84306 7.14080 -4.04447  0.06
H: -0.26683 5.51232 -3.70875  0.07
H: -0.91815 6.34001 -2.39764  0.06
H: 1.44475 7.73395 -4.00493  0.10
H: 1.39748 7.80923 -2.32790  0.11
H: 4.08672 7.73000 -3.95117  0.11
H: 3.67273 9.14727 -2.94594  0.13
H: 6.15868 8.78760 -3.89541  0.08
H: 6.03852 9.29326 -2.30619  0.08
H: 6.28221 7.58690 -2.67048  0.09
H: 4.91697 3.39535 -2.13086  0.11
H: 3.98084 3.29144 -3.57523  0.12
H: 6.37331 4.30685 -4.62225  0.07
H: 6.99540 3.53556 -3.22370  0.07
H: 6.12255 2.54222 -4.44908  0.07

---

Computed highest occupied orbital energy, in the same sequence as the records: -11.40, -8.13, -9.33 eV.
Computed energy above the lowest of the compared OMol25 structures with the same formula, charge and spin, in the same sequence as the records: 4.1, 48.3, 58.7 kcal per mole.